[1]
Formula: C5H36NO14
Source: the OMol25 dataset
Level of theory: ωB97M-V/def2-TZVPD

Geometry as XYZ:
```
56
Properties=species:S:1:pos:R:3:forces:R:3
C 4.36607 1.36233 1.55742 -2.51 0.63 -2.87
C 3.17604 0.58957 0.68810 2.45 1.37 0.77
C 2.09590 -0.04874 1.59873 -0.37 1.44 -1.70
C 1.15555 -1.00924 0.70642 2.07 -1.13 6.88
C -0.24573 -0.87621 0.99519 -4.47 1.41 -0.82
O -1.05369 -1.86546 0.52359 -0.01 -1.23 0.17
O -0.86602 0.06552 1.43403 1.40 0.32 0.66
N 2.53514 1.64151 -0.13330 -0.74 2.01 -0.71
H 4.95809 0.59056 1.91962 1.14 -1.13 1.25
H 3.81244 1.95219 2.31800 0.89 -0.22 -0.32
H 5.02562 1.97814 0.83052 -1.28 -0.77 1.29
H 3.73231 -0.07243 -0.03164 -0.91 0.14 0.86
H 1.63409 0.77115 2.22871 -0.20 -0.74 -1.28
H 2.59703 -0.53768 2.37852 0.67 -1.38 0.76
H 1.41809 -0.88092 -0.24839 0.61 -0.02 -3.90
H 1.40499 -2.02556 1.17107 -0.09 0.92 -1.45
H -1.99482 -1.70988 0.80925 1.18 0.12 -0.05
H 2.63890 1.59073 -1.16192 -1.28 -1.58 0.07
H 1.47522 1.94899 0.18477 1.22 -0.28 -1.51
H 2.99278 2.56485 -0.16400 0.28 -0.18 1.50
H -2.93387 -0.38906 -2.23818 0.68 -2.53 -1.78
H -3.80747 0.82863 -2.51388 0.38 -0.50 0.37
O -3.18514 0.41757 -1.88897 -1.19 3.09 1.56
H -0.63247 -3.03848 -3.31208 3.04 -4.95 7.71
H -1.25097 -3.24161 -4.68386 0.75 0.84 1.17
O -0.92081 -2.62064 -3.98478 -3.72 3.90 -9.33
H -3.29591 -2.42201 -2.79932 3.95 -7.69 5.84
H -3.44082 -1.98921 -4.23447 0.54 -0.71 -1.08
O -3.59160 -1.84821 -3.32556 -4.70 8.18 -4.74
H 2.13167 0.21829 -3.37898 -0.12 0.23 0.15
H 0.70154 0.44957 -2.79607 1.42 0.66 -0.25
O 1.67363 0.75933 -2.71990 -0.73 -0.69 0.09
H -2.26018 1.13370 -0.40062 0.04 -0.09 -0.14
H -2.71783 2.54323 -0.39491 0.00 0.45 -0.01
O -2.03968 1.98849 -0.00153 -0.68 -0.36 -0.24
H 1.56171 -0.41302 4.54190 0.58 1.78 -0.10
H 2.67629 0.51294 5.25838 -1.95 0.02 -1.90
O 1.95391 0.51828 4.52610 1.60 -1.55 2.18
H -0.40870 -3.15696 -0.66373 -0.84 0.72 1.38
H 0.47427 -3.81022 -1.57474 3.08 -2.11 -0.42
O -0.29251 -3.32733 -1.58044 -1.96 1.05 -0.92
H 0.30787 3.27169 0.83580 -0.67 0.46 0.93
H -0.54898 2.38194 -0.15094 0.59 0.93 0.38
O 0.31504 2.89900 -0.03725 0.22 -0.94 -0.75
H -1.98454 2.78803 3.14467 2.32 -0.13 -1.38
H -1.67732 2.15775 1.80050 0.43 -0.02 -0.06
O -1.19587 2.62810 2.50327 -2.60 0.39 1.86
H -0.90035 0.33167 -4.31368 -0.49 1.67 -1.99
H -0.65541 -0.96533 -3.73556 -0.15 0.55 0.78
O -0.70523 -0.00040 -3.47423 0.28 -2.25 1.22
H -0.38821 -1.19309 4.83730 -1.04 -0.58 3.60
H -0.54715 -0.25862 3.70317 0.01 0.17 -0.24
O -0.16548 -1.10400 3.96551 0.87 0.22 -3.37
H -5.11203 -0.91998 0.45690 0.59 0.21 0.66
H -3.71995 -0.51550 0.13325 0.46 0.50 -0.75
O -4.27543 -0.64394 0.89223 -1.03 -0.65 -0.05
```
Forces are in eV/Å.

Computed properties:
HOMO energy (eV): -13.1
Molecular weight (g mol⁻¹): 334.3
Relative energy (zero: lowest compared OMol25 entry of this formula, charge and spin) (kJ/mol): 463.8
LUMO energy (eV): -2.26
2S+1: 1
Calculated total energy (eV): -35917.2174
Max |F| (eV/A): 10.78
Charge: +1



[2]
Formula: C5H13NO
Source: the OMol25 dataset
Level of theory: ωB97M-V/def2-TZVPD

Geometry as XYZ:
```
20
Properties=species:S:1:pos:R:3:forces:R:3
C -0.32652 -1.24064 -0.01696 0.77 -1.41 1.46
C 0.95528 -0.82754 -0.72402 0.09 -2.68 -0.83
C 0.75794 -0.05575 -2.04381 -0.79 1.30 -1.38
O 1.60825 -2.15966 -0.90988 0.59 1.80 -1.46
C -0.94280 -0.04415 0.58164 -5.97 -0.98 0.20
N -0.06518 0.65537 1.55466 0.08 1.01 -4.68
C -0.83139 1.78617 2.21241 -0.21 -0.98 -1.75
H -0.06290 -1.82161 0.96505 -0.17 0.13 -2.34
H -0.98037 -1.78885 -0.78722 0.81 0.68 1.52
H 1.67557 -0.33996 -0.10911 0.00 0.92 0.76
H 0.03526 0.89397 -2.01186 1.40 -2.04 0.38
H 1.73051 0.37330 -2.39299 -0.65 -0.39 0.30
H 0.36061 -0.67707 -2.91573 0.43 0.50 1.40
H 2.40236 -1.91834 -1.44266 -0.63 -0.74 0.53
H -1.52070 0.41856 -0.34703 1.20 0.75 1.23
H -1.87984 -0.25076 1.16883 0.37 -0.67 -0.47
H 0.04260 0.88887 0.26102 1.63 1.69 4.41
H -0.65782 2.56793 1.46284 -0.58 0.71 1.00
H -0.33057 1.95281 3.16656 -0.25 0.29 -0.18
H -1.97029 1.58737 2.32827 1.89 0.13 -0.10
```
Forces are in eV/Å.

Computed properties:
HOMO energy (eV): -9.0
Molecular weight (g mol⁻¹): 103.2
Relative energy (zero: lowest compared OMol25 entry of this formula, charge and spin) (kJ/mol): 527.4
LUMO energy (eV): 0.84
2S+1: 1
Calculated total energy (eV): -8928.5444
Max |F| (eV/A): 6.06
Charge: 0



[3]
Formula: C22H44NO4S3Si4Sr
Source: the OMol25 dataset
Level of theory: ωB97M-V/def2-TZVPD

Geometry as XYZ:
```
79
Properties=species:S:1:pos:R:3:forces:R:3
Sr 0.99009 2.11591 -1.51265 1.40 0.16 -2.39
O 4.01494 3.83859 1.77930 -0.10 -0.03 0.23
C 3.16054 3.21842 0.98059 0.34 -0.04 -0.30
O 3.43104 2.90255 -0.16501 -0.33 0.12 0.02
C 1.82861 2.97997 1.58960 -0.22 0.15 0.42
C 1.43206 3.56928 2.77052 0.07 -0.07 -0.07
C 0.09605 3.41682 3.15104 -0.01 0.01 0.03
C -0.75608 2.67304 2.36865 0.08 -0.03 -0.02
C -0.24836 2.03548 1.22679 0.26 0.47 0.21
N 1.01188 2.22651 0.84164 -0.05 0.29 1.14
C -1.08148 1.18013 0.34416 -1.17 -2.19 0.21
O -2.22758 1.98537 0.02217 0.26 0.48 -0.16
O -0.44849 0.67701 -0.76274 -0.31 0.12 -0.09
H 4.85539 3.97670 1.32071 0.04 -0.02 -0.13
H 2.12707 4.15472 3.35340 -0.01 0.01 0.01
H -0.26534 3.89706 4.05082 -0.01 0.00 -0.01
H -1.80523 2.57739 2.61008 0.02 -0.05 0.02
H -2.75086 1.48489 -0.61536 -0.02 -0.10 0.07
C 4.77946 1.09989 -2.63464 -0.20 -0.18 0.11
C 4.52517 1.39288 -4.10413 -0.27 0.20 -0.04
S 2.99954 2.33982 -4.43817 0.04 -0.07 0.14
C 2.25455 1.37449 -5.78641 0.12 0.12 0.25
C 1.84758 -0.06138 -5.48116 -0.23 -0.01 0.28
S 0.82064 -0.23485 -3.98478 0.06 0.14 0.14
C 1.69773 -1.49356 -3.00425 -0.09 0.15 -0.21
C 3.17561 -1.27386 -2.72796 0.02 0.25 0.21
S 3.49333 0.20523 -1.70653 -0.11 -0.07 -0.14
H 5.70573 0.53286 -2.54176 0.07 0.09 0.02
H 4.87856 2.02626 -2.06890 0.11 0.00 0.00
H 5.35811 1.98817 -4.47698 0.05 -0.09 -0.04
H 4.47378 0.48277 -4.69856 0.07 -0.02 0.01
H 1.38181 1.96407 -6.06757 0.01 -0.01 -0.08
H 2.95320 1.38430 -6.62312 -0.08 0.03 -0.08
H 1.25186 -0.42565 -6.31753 0.10 -0.07 -0.05
H 2.70927 -0.71759 -5.37606 0.02 0.02 -0.06
H 1.13563 -1.49008 -2.06909 -0.05 -0.16 0.03
H 1.55794 -2.45864 -3.49164 -0.01 -0.05 0.09
H 3.55104 -2.13420 -2.17398 0.02 -0.03 -0.05
H 3.76103 -1.18849 -3.64068 0.00 -0.07 -0.01
C -1.86855 0.37934 4.50779 -0.03 -0.03 -0.21
Si -3.02759 -0.09963 3.06809 -0.10 -0.35 0.26
C -4.27937 1.29508 2.76818 0.24 -0.08 -0.19
C -3.95706 -1.66669 3.58280 0.06 0.15 -0.03
Si -1.68367 -0.56513 1.15580 0.13 0.96 -0.14
Si -2.88789 -1.51139 -0.65524 -0.37 -0.38 -0.26
C -1.85552 -2.50079 -1.89398 0.10 0.08 0.29
C -3.85399 -0.26886 -1.72605 0.19 0.10 0.33
C -4.15267 -2.69878 0.10400 0.15 0.15 0.00
Si 0.25818 -1.74866 1.80788 0.27 -0.42 0.33
C 1.62573 -0.58693 2.42317 -0.31 0.07 -0.01
C 1.17312 -2.86098 0.56215 -0.37 0.23 -0.09
C -0.32786 -2.87230 3.21711 0.09 0.15 -0.11
H -2.26492 1.21997 5.08192 -0.03 0.00 -0.01
H -0.87097 0.65198 4.15749 -0.01 -0.02 0.08
H -1.75622 -0.46112 5.19517 -0.01 -0.01 -0.01
H -4.49671 1.84539 3.68567 0.01 -0.06 0.05
H -5.22159 0.89158 2.39234 0.01 -0.04 -0.01
H -3.91787 2.00579 2.02145 -0.02 0.02 0.02
H -4.28171 -1.60651 4.62454 0.01 0.05 0.00
H -3.31664 -2.54566 3.48734 -0.02 0.00 0.04
H -4.84456 -1.83485 2.97031 0.04 0.02 -0.01
H -1.28385 -1.82959 -2.53371 0.06 0.06 -0.04
H -2.50786 -3.09930 -2.53373 -0.08 0.05 0.02
H -1.15941 -3.18612 -1.40751 -0.05 0.00 -0.02
H -3.17993 0.34608 -2.32978 0.00 -0.01 0.01
H -4.50415 0.38808 -1.14026 -0.01 -0.02 -0.01
H -4.49788 -0.81110 -2.42108 0.02 -0.09 0.02
H -3.67837 -3.39408 0.80086 -0.01 0.00 0.00
H -4.64779 -3.29006 -0.66941 0.02 0.03 -0.04
H -4.92432 -2.15738 0.65567 0.02 -0.01 -0.01
H 2.01138 -0.00459 1.58296 0.03 -0.04 0.02
H 2.45433 -1.16276 2.84069 -0.03 -0.07 0.01
H 1.27990 0.11113 3.19069 0.02 0.00 0.00
H 1.95217 -2.28949 0.05163 0.00 0.02 -0.03
H 0.51970 -3.30285 -0.19076 0.05 -0.01 0.02
H 1.65807 -3.67977 1.09675 0.02 0.04 0.07
H -0.63476 -2.28607 4.08627 -0.01 -0.02 -0.02
H 0.45980 -3.55910 3.53499 0.03 0.03 0.00
H -1.18448 -3.47619 2.90802 0.02 -0.01 -0.02
```
Forces are in eV/Å.

Computed properties:
HOMO energy (eV): -10.1
Molecular weight (g mol⁻¹): 682.8
Relative energy (zero: lowest compared OMol25 entry of this formula, charge and spin) (kJ/mol): 40.5
LUMO energy (eV): -3.07
2S+1: 1
Calculated total energy (eV): -98060.6490
Max |F| (eV/A): 2.77
Charge: +1



[4]
Formula: C4H6N2
Source: the OMol25 dataset
Level of theory: ωB97M-V/def2-TZVPD

Geometry as XYZ:
```
12
Properties=species:S:1:pos:R:3:forces:R:3
N 2.96752 1.25329 0.27374 -1.00 -0.85 -0.24
C 2.10876 0.50890 0.05225 1.05 0.84 0.18
C 1.01632 -0.42418 -0.25583 0.04 0.17 -0.14
N -0.10039 -0.21786 0.65240 -0.13 0.07 -1.09
C -1.42949 -0.61623 0.05215 0.52 -2.19 3.20
C -1.08767 0.77546 0.24338 0.44 1.13 -0.04
H 0.74706 -0.29158 -1.31837 0.05 0.03 0.15
H 1.38795 -1.44797 -0.13866 -0.05 0.14 0.02
H -1.80056 -1.16810 0.99112 -0.74 0.69 -2.31
H -1.42908 -1.07351 -0.93386 -0.16 0.02 0.25
H -0.87984 1.33242 -0.66973 0.03 0.03 0.14
H -1.50058 1.36936 1.05141 -0.06 -0.08 -0.12
```
Forces are in eV/Å.

Computed properties:
HOMO energy (eV): -10.2
Molecular weight (g mol⁻¹): 82.1
Relative energy (zero: lowest compared OMol25 entry of this formula, charge and spin) (kJ/mol): 228.1
LUMO energy (eV): 0.88
2S+1: 1
SMILES: N#CCN1CC1
Calculated total energy (eV): -7223.2267
Max |F| (eV/A): 3.91
Charge: 0



[5]
Formula: C31H37N5NaSi
Source: the OMol25 dataset
Level of theory: ωB97M-V/def2-TZVPD

Geometry as XYZ:
```
75
Properties=species:S:1:pos:R:3:forces:R:3
Na 0.69181 -1.44270 0.19407 -0.09 0.12 0.19
C -1.70989 -4.30689 -0.84927 -0.06 0.00 0.02
C -0.29321 -4.38910 -1.34956 -0.01 0.08 0.03
C 0.15692 -5.49328 -2.04800 0.01 0.00 -0.02
C 1.48851 -5.47063 -2.48097 -0.02 -0.06 -0.02
C 2.28944 -4.39662 -2.21334 -0.02 0.06 0.05
C 1.77630 -3.27465 -1.47770 0.01 -0.02 -0.11
N 0.46811 -3.33061 -1.07112 0.11 -0.20 -0.20
N 2.46038 -2.17732 -1.17028 -0.01 -0.09 0.04
Si 4.06736 -1.68281 -1.25834 -0.21 -0.12 -0.12
C 4.87793 -1.70339 0.43424 0.01 0.00 0.11
C 4.12224 0.09694 -1.86485 -0.01 0.08 0.00
C 5.21000 -2.65705 -2.40238 0.15 0.04 -0.04
H -2.27885 -5.20082 -1.10679 0.00 -0.01 0.00
H -2.20864 -3.43636 -1.28040 0.01 0.00 -0.02
H -1.72272 -4.17680 0.23430 0.02 0.00 0.00
H -0.49877 -6.32946 -2.24905 0.01 -0.01 0.00
H 1.89033 -6.31180 -3.03760 0.00 0.00 0.00
H 3.31114 -4.37863 -2.55852 0.05 0.01 0.00
H 4.29734 -1.10021 1.13695 0.01 -0.01 0.01
H 5.89884 -1.31154 0.41010 0.01 0.00 -0.01
H 4.91278 -2.72158 0.82949 0.01 -0.01 0.01
H 3.63985 0.76350 -1.14448 -0.01 0.00 -0.01
H 3.59468 0.19453 -2.81678 0.00 0.00 -0.02
H 5.14955 0.44505 -2.00437 0.00 0.01 0.00
H 5.36282 -3.67969 -2.05135 0.02 -0.01 0.01
H 6.18805 -2.16556 -2.43414 0.01 -0.04 -0.03
H 4.82204 -2.70257 -3.42261 -0.01 0.00 -0.01
C -3.58838 4.37597 -0.51434 -0.05 0.01 -0.04
C -2.53408 4.69205 0.50765 0.05 -0.02 0.04
C -2.45957 5.94236 1.10522 -0.03 0.03 -0.03
C -1.49721 6.23875 2.05996 0.00 -0.02 -0.02
C -0.57224 5.26742 2.40853 0.03 -0.03 0.01
C -0.60861 4.01601 1.81272 -0.05 0.02 0.01
C -1.59897 3.71241 0.87844 0.01 -0.08 -0.09
N -1.67228 2.46436 0.24473 -0.11 0.00 0.12
C -1.26012 1.20919 0.71517 0.09 0.05 0.22
N -1.29422 1.07513 2.06350 0.14 -0.10 -0.15
C -0.69972 0.08364 2.94102 -0.19 0.17 -0.01
C 0.11345 -0.94040 2.45123 0.09 0.15 0.36
C 0.61071 -1.77213 3.47197 -0.01 -0.04 0.07
C 0.33095 -1.62039 4.82639 -0.03 0.02 -0.06
C -0.49313 -0.58155 5.23376 -0.01 0.01 0.05
C -1.02503 0.29261 4.29710 0.00 -0.04 -0.12
C -1.92869 1.41212 4.75116 -0.06 0.05 0.03
N -0.94741 0.27294 -0.10049 0.02 -0.11 -0.34
C -0.95853 0.50276 -1.48508 -0.04 0.03 0.04
C 0.22594 0.78340 -2.16558 -0.01 0.05 -0.05
C 0.23510 0.91798 -3.54504 -0.01 0.00 0.01
C -0.94126 0.77369 -4.26602 0.03 0.00 0.01
C -2.11979 0.48307 -3.59285 -0.04 0.01 0.01
C -2.15057 0.33864 -2.21069 0.02 -0.01 0.02
C -3.41306 -0.03554 -1.48508 -0.06 -0.01 -0.01
H -4.27040 5.21614 -0.63980 0.00 0.00 0.02
H -4.16952 3.49852 -0.22149 0.01 0.00 0.01
H -3.15812 4.15688 -1.49641 0.02 0.01 0.00
H -3.18539 6.69532 0.81820 0.01 0.01 0.01
H -1.46695 7.21875 2.51738 0.00 0.00 0.01
H 0.19946 5.48176 3.13700 0.00 0.01 0.00
H 0.13514 3.27183 2.06123 0.01 -0.04 0.02
H -1.93530 2.46403 -0.72761 0.04 0.02 -0.02
H -1.73487 1.84838 2.52563 0.01 0.05 0.07
H 1.25912 -2.60633 3.20330 0.02 0.02 -0.03
H 0.74582 -2.30281 5.56154 0.01 -0.01 0.00
H -0.73299 -0.44116 6.28359 0.01 -0.01 0.00
H -2.07843 1.36878 5.83053 0.02 -0.01 -0.01
H -2.91854 1.35870 4.28496 0.00 -0.02 0.00
H -1.52295 2.40476 4.52440 0.03 0.00 0.00
H 1.14688 0.87593 -1.60330 0.00 -0.02 0.01
H 1.16969 1.12183 -4.05246 0.00 0.00 -0.01
H -0.93906 0.86572 -5.34462 0.00 0.01 0.00
H -3.04094 0.34909 -4.15041 0.01 0.00 -0.01
H -4.22960 -0.19920 -2.18930 0.00 0.00 0.00
H -3.72747 0.73314 -0.77372 0.02 0.02 -0.01
H -3.26321 -0.94451 -0.89931 0.03 -0.01 -0.01
```
Forces are in eV/Å.

Computed properties:
HOMO energy (eV): -4.0
Molecular weight (g mol⁻¹): 530.7
LUMO energy (eV): 2.27
2S+1: 1
Calculated total energy (eV): -52496.6169
Max |F| (eV/A): 0.40
Charge: -1



[6]
Formula: C6H10N2O
Source: the OMol25 dataset
Level of theory: ωB97M-V/def2-TZVPD

Geometry as XYZ:
```
19
Properties=species:S:1:pos:R:3:forces:R:3
C -0.28020 2.18377 -0.96820 1.32 -0.76 0.15
C -1.19295 0.93309 -0.57889 4.70 1.18 2.87
C -2.63591 1.20111 -0.40457 -2.42 3.14 1.13
C -0.36570 0.07622 0.18928 -1.85 0.39 -1.04
C -0.88736 -1.15627 0.79111 -0.27 -3.82 -0.10
C 1.61416 -0.77927 -0.20281 -1.68 1.31 1.16
H -0.06669 2.13947 -2.05183 0.18 0.09 0.46
H -0.82719 3.06383 -0.79898 -1.17 1.22 0.01
H 0.74166 2.41642 -0.35616 -2.51 -1.42 -1.50
H -3.04777 2.35255 -1.17661 1.21 -4.11 2.19
H -3.33352 0.25991 -0.50268 1.16 2.24 0.19
H -2.70046 1.73473 0.79434 -0.24 -1.76 -3.59
H -2.00532 -1.40568 0.33786 2.25 0.40 1.68
H 1.06788 -1.60027 -0.55835 -0.80 -1.14 -0.84
H 3.17654 -1.99739 -0.20650 -0.49 2.65 -0.47
H 3.58963 -0.31384 0.34389 -2.59 -1.93 -2.21
N 1.03012 0.23471 0.30546 -0.33 0.01 -0.52
N 2.89965 -0.95048 -0.30593 6.44 -1.20 2.42
O -0.20192 -2.04891 1.40285 -2.89 3.52 -1.98
```
Forces are in eV/Å.

Computed properties:
HOMO energy (eV): -8.4
Molecular weight (g mol⁻¹): 126.2
Relative energy (zero: lowest compared OMol25 entry of this formula, charge and spin) (kJ/mol): 503.4
LUMO energy (eV): -0.16
2S+1: 1
Calculated total energy (eV): -11406.8702
Max |F| (eV/A): 6.98
Charge: 0